Formula: C22H20Cl16F12N3O6PS2
Source: the OMol25 dataset
Level of theory: ωB97M-V/def2-TZVPD

```
82
Properties=species:S:1:pos:R:3:lowdin_charge:R:1
N -1.021 -2.053 -2.695 0.024
C 0.043 -1.041 -2.922 -0.241
C 0.520 -0.602 -1.533 -0.137
C 1.671 0.448 -1.447 -0.360
S 0.986 2.019 -2.101 0.806
O 1.782 3.198 -1.921 -0.290
O 0.937 1.816 -3.535 -0.259
C -0.776 2.497 -1.752 -0.454
F -0.945 3.610 -2.470 0.161
F -1.611 1.612 -2.322 0.127
C -1.335 2.828 -0.349 -0.316
F -2.672 2.970 -0.572 0.134
F -1.281 1.826 0.546 0.141
C -0.920 4.165 0.355 -0.337
F 0.239 4.691 -0.026 0.151
F -1.868 5.096 0.098 -0.033
C -0.887 4.067 1.921 -0.555
F -0.644 5.323 2.337 0.170
F -2.064 3.719 2.427 0.195
F 0.108 3.321 2.366 0.155
N 2.682 0.067 -2.448 0.087
C 3.105 -1.219 -2.044 -0.500
O 3.262 -2.164 -2.768 0.147
C 3.336 -1.041 -0.523 -0.533
Cl 5.143 -1.109 -0.476 0.861
C 2.905 -2.352 0.188 -0.135
O 3.771 -2.706 1.285 0.001
C 4.162 -3.993 1.241 -0.726
F 3.143 -4.858 1.154 0.169
F 5.042 -4.257 0.273 0.169
F 4.785 -4.258 2.405 0.154
C 2.640 0.360 -0.175 -0.281
C 2.057 0.116 1.218 -0.243
C 2.885 0.073 2.340 -0.049
C 2.313 -0.116 3.572 -0.124
N 1.028 -0.288 3.854 0.094
C 0.242 -0.310 2.789 -0.120
C 0.732 -0.118 1.516 -0.043
P 3.826 1.824 0.017 0.270
O 4.469 2.294 -1.363 -0.172
O 5.126 1.446 0.883 -0.256
S 2.897 3.195 1.008 0.443
H -1.680 -2.009 -3.461 -0.006
H -0.591 -2.969 -2.727 0.076
H 0.833 -1.559 -3.476 0.111
H -0.397 -0.255 -3.527 0.098
H -0.372 -0.154 -1.078 0.096
H 0.697 -1.490 -0.928 0.119
H 2.392 -0.047 -3.417 0.144
H 3.067 -3.139 -0.556 0.129
H 1.855 -2.430 0.465 0.137
H 3.961 0.162 2.301 0.109
H 2.977 -0.124 4.432 0.118
H -0.815 -0.479 2.951 0.085
H -0.007 -0.180 0.731 0.081
H 3.976 2.034 -2.155 0.068
H 5.896 1.955 0.596 0.095
Cl -3.751 -0.708 2.209 0.544
C -4.692 0.084 0.941 -1.537
Cl -4.827 -0.966 -0.472 0.534
Cl -6.288 0.533 1.541 0.547
H -4.176 0.985 0.646 -0.011
Cl 2.471 -4.128 5.652 0.523
C 3.154 -5.702 5.254 -1.569
Cl 3.758 -6.515 6.699 0.527
Cl 1.964 -6.701 4.419 0.523
H 3.987 -5.542 4.581 -0.007
Cl -4.269 9.582 -1.033 0.521
C -4.651 8.109 -0.135 -1.533
Cl -3.260 7.027 -0.076 0.641
Cl -5.208 8.501 1.495 0.522
H -5.454 7.599 -0.651 0.011
Cl -3.394 -1.041 -5.244 0.545
C -4.989 -1.575 -4.693 -1.527
Cl -5.990 -2.037 -6.068 0.540
Cl -4.829 -2.920 -3.559 0.485
H -5.472 -0.750 -4.185 0.013
Cl -6.659 -5.481 0.418 0.536
C -5.167 -4.541 0.454 -1.555
Cl -4.122 -5.074 1.773 0.528
Cl -4.321 -4.651 -1.093 0.482
H -5.423 -3.503 0.624 -0.036
```

Results
Total charge = 0
E_tot = -303820.347 eV
Maximum force = 5.0 eV/A
SMILES = NCC[C@]1(S(=O)(=O)C(F)(F)C(F)(F)C(F)(F)C(F)(F)F)NC(=O)[C@](Cl)(COC(F)(F)F)[C@@]1(c1ccncc1)P(O)(O)=S.ClC(Cl)Cl.ClC(Cl)Cl.ClC(Cl)Cl.ClC(Cl)Cl.ClC(Cl)Cl
Frontier orbital gap = 8.3 eV